Molecular formula: C71H157N7O15
Method: DFT, ωB97M-V/def2-TZVPD

Properties
E_HOMO in eV: -7.20
Energy above the lowest of the compared OMol25 structures with the same formula, charge and spin in kcal per mole: 1527.8
E in eV: -117238.778
Multiplicity: 1

XYZ file:
```
250
C71H157N7O15 ωB97M-V/def2-TZVPD
C 3.4286 0.3056 1.1630
C 3.7134 1.7148 0.6095
C 5.3033 1.8635 0.3802
C 5.6085 3.1803 -0.2792
C 4.8635 3.2890 -1.6470
C 3.3133 2.9976 -1.5828
N 3.0675 1.7621 -0.7668
O 1.7457 1.3294 -0.8009
C 2.5615 4.1889 -0.9397
C 2.8638 2.8824 -3.0239
C 3.2063 2.7192 1.7177
H 3.4810 -0.4001 0.3339
H 2.4486 0.1877 1.6254
H 4.2269 -0.1178 1.7726
H 5.8231 1.9204 1.3365
H 5.7016 0.9850 -0.1275
H 6.6595 3.4487 -0.3862
H 5.2898 4.0067 0.3560
H 5.2116 2.4736 -2.2811
H 5.1351 4.1936 -2.1911
H 2.2475 4.9171 -1.6876
H 1.7983 3.8343 -0.2470
H 3.2477 4.7979 -0.3511
H 1.9300 2.3296 -3.1263
H 2.7879 3.8640 -3.4916
H 3.5722 2.3266 -3.6381
H 3.5967 2.4368 2.6955
H 2.1192 2.7900 1.7550
H 3.4692 3.7601 1.5293
H 1.4163 1.9355 -0.1333
C 0.3070 -3.4214 -5.1175
C -0.5004 -4.4253 -4.2311
C 0.1265 -4.6198 -2.8749
C 0.0402 -3.4517 -1.9111
C -1.4751 -3.3459 -1.6192
C -2.2543 -3.0249 -2.9810
N -1.8984 -3.9919 -4.0469
O -2.7116 -3.8792 -5.1099
C -3.7658 -3.1757 -2.6557
C -1.9942 -1.5177 -3.2777
C -0.4700 -5.8053 -4.8987
H 0.1023 -3.4767 -6.1867
H 1.3749 -3.6397 -5.1139
H 0.0178 -2.3882 -4.9254
H -0.1319 -5.5250 -2.3252
H 1.1949 -4.8110 -2.9749
H 0.5551 -2.6090 -2.3725
H 0.7331 -3.5273 -1.0731
H -1.6539 -2.5916 -0.8529
H -2.0401 -4.2386 -1.3508
H -4.3971 -2.4708 -3.1967
H -3.9910 -4.1924 -2.9776
H -3.7841 -2.9599 -1.5874
H -0.9800 -1.1217 -3.3303
H -2.3848 -1.4764 -4.2944
H -2.5937 -0.8821 -2.6260
H -0.9199 -5.6910 -5.8849
H -1.2045 -6.3651 -4.3197
H 0.4856 -6.3127 -5.0309
H -2.9179 -4.8034 -5.2677
C -0.8622 0.5518 5.7422
C -0.6035 1.8285 4.9070
C 0.8679 2.1937 5.3693
C 1.4394 3.2400 4.4919
C 1.4050 2.7467 3.0566
C 0.0201 2.1985 2.5091
N -0.6660 1.3977 3.4797
O -1.8552 0.8855 3.1679
C -0.8731 3.3877 1.9902
C 0.2123 1.2500 1.2605
C -1.6194 2.8346 5.4513
H -1.8199 0.0315 5.7454
H -0.6280 0.8657 6.7594
H -0.2606 -0.2630 5.3393
H 0.8823 2.5450 6.4010
H 1.4868 1.3211 5.5783
H 2.4636 3.4081 4.8248
H 0.9695 4.2160 4.6131
H 2.1772 1.9783 3.0193
H 1.7809 3.5529 2.4267
H -1.9083 3.1385 1.7570
H -0.9230 4.1310 2.7858
H -0.4343 3.9036 1.1361
H 0.9832 0.4919 1.3985
H -0.7390 0.7373 1.1185
H 0.3288 1.9033 0.3958
H -2.6459 2.4902 5.3264
H -1.4744 3.7877 4.9427
H -1.5626 2.8686 6.5393
H -2.3700 1.6311 2.8507
C 0.5231 -2.2718 3.0561
C 2.0206 -1.8761 3.1137
C 2.0628 -0.2741 3.2893
C 3.4185 0.2544 3.7490
C 3.9595 -0.5013 4.9619
C 3.9107 -1.9894 4.8312
N 2.5798 -2.5093 4.3733
O 2.4597 -3.9126 4.2700
C 5.1748 -2.4525 4.0538
C 3.9937 -2.5567 6.2893
C 2.7614 -2.1782 1.7807
H 0.3885 -3.3209 2.7930
H -0.0834 -1.8479 2.2558
H 0.0291 -2.0635 4.0052
H 1.8561 0.1893 2.3246
H 1.3536 0.0687 4.0427
H 3.3074 1.3260 3.9143
H 4.1862 0.2809 2.9756
H 3.4794 -0.1723 5.8836
H 4.9897 -0.1744 5.1030
H 6.1287 -2.4459 4.5812
H 4.9729 -3.4395 3.6377
H 5.1796 -1.6479 3.3185
H 4.0391 -3.6447 6.2406
H 4.9389 -2.2874 6.7606
H 3.2051 -2.1347 6.9123
H 3.0829 -3.2123 1.6565
H 3.5850 -1.5274 1.4870
H 2.0739 -1.9282 0.9727
H 1.6948 -4.1589 4.7953
C -1.1021 5.4683 -0.7432
C -1.8199 4.0949 -1.0217
C -2.9751 4.2870 -2.0032
C -2.5202 4.2917 -3.4162
C -1.6233 3.0675 -3.7417
C -0.5149 2.7734 -2.7188
N -0.9920 2.9364 -1.3480
O -0.0686 2.5939 -0.3948
C -0.0630 1.3568 -2.9775
C 0.6863 3.7302 -3.0630
C -2.5597 3.8851 0.3123
H -0.1995 5.2409 -0.1760
H -1.5641 6.3598 -0.3190
H -0.7104 5.7496 -1.7207
H -3.6614 3.4487 -1.8834
H -3.5937 5.1356 -1.7110
H -1.8801 5.1452 -3.6398
H -3.3650 4.3994 -4.0964
H -1.2253 3.1847 -4.7497
H -2.2703 2.1965 -3.8457
H -0.8311 0.6295 -2.7145
H 0.0218 1.1933 -4.0519
H 0.8965 1.0803 -2.5406
H 1.3475 3.8026 -2.1995
H 1.2805 3.3720 -3.9037
H 0.3749 4.7269 -3.3757
H -3.0196 2.8971 0.3344
H -3.3156 4.6305 0.5593
H -1.8905 3.8870 1.1727
H -0.3474 1.7266 -0.0923
C 3.8357 -0.5478 -4.8762
C 2.8653 -0.7046 -3.6478
C 2.2156 -2.0633 -3.7625
C 3.0068 -3.3348 -3.3739
C 3.6047 -3.1673 -1.9968
C 4.4695 -1.8432 -1.9066
N 3.5526 -0.6883 -2.3647
O 4.1407 0.5904 -2.1629
C 4.8266 -1.6639 -0.4448
C 5.7417 -1.9483 -2.6564
C 1.7603 0.2617 -3.7638
H 4.5371 0.2541 -4.6459
H 3.1689 -0.1788 -5.6555
H 4.3180 -1.3870 -5.3776
H 1.2608 -2.0646 -3.2365
H 1.9919 -2.3631 -4.7863
H 3.7648 -3.4236 -4.1522
H 2.3174 -4.1790 -3.3867
H 4.2306 -3.9417 -1.5533
H 2.8165 -3.0221 -1.2581
H 4.0649 -1.2395 0.2092
H 5.2123 -2.5638 0.0342
H 5.6165 -0.9178 -0.3588
H 5.5532 -1.9929 -3.7290
H 6.3097 -1.0221 -2.5688
H 6.3311 -2.8637 -2.6051
H 1.2375 0.1941 -4.7179
H 1.9907 1.3194 -3.6361
H 0.9912 0.0208 -3.0299
H 3.4556 1.0250 -1.6497
C -2.9581 1.6695 -1.9380
C -3.9252 0.4573 -1.7198
C -3.2541 -0.5540 -0.7368
C -4.1860 -1.5648 -0.1171
C -5.3658 -0.8188 0.4904
C -6.1999 0.0451 -0.4992
N -5.1684 1.0284 -1.0635
O -5.7538 2.0052 -1.7656
C -7.0105 -0.7864 -1.5426
C -7.2584 0.8149 0.3528
C -4.2064 -0.2913 -3.1072
H -3.2804 2.3951 -2.6848
H -2.0982 1.2446 -2.4559
H -2.6140 2.2169 -1.0606
H -2.6523 -1.2342 -1.3395
H -2.5607 -0.0887 -0.0362
H -3.7859 -2.1568 0.7061
H -4.5154 -2.2989 -0.8525
H -4.8807 -0.1843 1.2321
H -6.0534 -1.4498 1.0537
H -7.7777 -1.3081 -0.9706
H -7.5551 -0.1467 -2.2371
H -6.4777 -1.5600 -2.0956
H -7.9470 1.4092 -0.2478
H -7.9523 0.2339 0.9603
H -6.9582 1.6302 1.0110
H -4.9020 0.2404 -3.7564
H -4.5840 -1.2912 -2.8931
H -3.2806 -0.4475 -3.6609
H -5.5077 2.7839 -1.2609
C -1.8509 -1.7078 3.0716
C -3.3387 -1.3819 3.4527
O -4.1316 -1.0893 2.2671
O -1.3298 -0.6857 2.1946
H -1.7686 -2.6546 2.5378
H -1.1448 -1.8404 3.8914
H -3.4170 -0.4609 4.0304
H -3.8285 -2.0203 4.1881
H -3.7288 -0.4210 1.7079
H -1.1627 0.1919 2.5459
C -4.5426 1.7972 2.8880
C -3.8377 1.9110 1.6173
O -2.7769 1.0739 1.4896
O -3.8440 2.5622 3.8507
H -4.6350 0.8027 3.3244
H -5.5041 2.3107 2.8793
H -3.5185 2.9276 1.3877
H -4.5739 1.6351 0.8623
H -2.1724 1.3720 0.8060
H -4.3793 2.4429 4.6387
C -1.5182 -4.3375 0.5172
C -0.4313 -4.1485 1.6278
O 0.2282 -5.3915 1.8585
O -2.4828 -5.2763 0.8835
H -1.0364 -4.7489 -0.3699
H -1.8949 -3.3790 0.1602
H -0.9611 -3.8825 2.5424
H 0.2776 -3.3664 1.3560
H 1.0574 -5.2608 2.3243
H -1.9975 -6.0308 1.2252
C -0.1328 -0.1396 -0.9553
C 0.0266 -1.1558 0.1913
O -1.2382 -1.7849 0.3902
O -0.9714 0.9508 -0.4509
H -0.6899 -0.6158 -1.7622
H 0.8422 0.1183 -1.3690
H 0.3136 -0.5671 1.0626
H 0.8333 -1.8664 0.0113
H -1.6247 -1.4881 1.2173
H -1.8773 0.7510 -0.6977
```